This record from the Open Molecules 2025 dataset describes a molecular structure, C9H11PS. The level of theory is ωB97M-V/def2-TZVPD.

Computed properties:
Relative energy (zero: lowest compared OMol25 entry of this formula, charge and spin) in eV: 2.369
Gap between HOMO and LUMO in eV: 8.6

```
! RIJCOSX wB97M-V def2-TZVPD def2/J DEFGRID3
* xyz 0 1
C 2.87075 1.04449 -0.12436
C 2.39232 -0.18791 -0.47913
C 2.05083 1.95363 0.48653
C 1.01627 -0.38151 -0.54061
C 0.68008 1.74529 0.43832
C 0.17136 0.62812 -0.05063
C -1.33630 -1.16244 2.12712
C -2.08761 -0.76324 1.11780
C -1.55366 -1.22243 -2.07989
P -1.64786 0.35929 -0.23093
S -2.87857 1.80076 -0.41736
H 3.96260 1.13923 -0.05339
H 3.03837 -1.02520 -0.69064
H 2.28240 2.88327 0.97014
H 0.80893 -1.43816 -0.70058
H 0.15860 2.39390 1.04453
H -1.57337 -1.92855 2.88899
H -0.47900 -0.56849 2.44284
H -3.05053 -1.21047 0.76373
H -1.49402 -2.27420 -1.84467
H -2.61908 -1.02861 -2.46330
H -0.71251 -0.75674 -2.60451
*
```

---

This record from the Open Molecules 2025 dataset describes a molecular structure, C12H11Cl3FIN2O3Ta. The level of theory is ωB97M-V/def2-TZVPD.

Computed properties:
Relative energy (zero: lowest compared OMol25 entry of this formula, charge and spin) in eV: 0.000
Gap between HOMO and LUMO (spin up / spin down) in eV: 6.2 / 6.2

```
! RIJCOSX wB97M-V def2-TZVPD def2/J DEFGRID3
* xyz 3 1
Ta -0.38640 -0.67281 -0.36998
Cl 4.00821 -3.83982 1.02070
C 3.14786 -2.86829 2.26558
Cl 4.12651 -1.44131 2.79761
Cl 2.60788 -3.85923 3.64527
C 2.04103 -2.26569 1.61272
N 1.15806 -1.73721 1.08215
F 1.88191 5.19524 -0.77188
C 1.41050 3.98327 -0.64348
C 2.23991 2.96962 -0.15357
C 1.73358 1.69280 -0.01190
C 0.40940 1.41064 -0.37609
C -0.40387 2.43792 -0.87706
C 0.08517 3.72134 -1.00907
H 3.26455 3.19967 0.09779
H 2.37827 0.91122 0.37211
H -1.42788 2.24229 -1.19129
H -0.52235 4.52276 -1.40504
N -2.67507 -0.37798 3.38864
C -2.57115 -0.56830 2.10295
O -1.46088 -0.45182 1.48765
C -3.83707 -0.91855 1.36002
I -3.40533 -1.79574 -0.58199
H -1.87005 -0.11880 3.95561
H -3.56404 -0.43609 3.88128
H -4.42392 -0.01174 1.16436
H -4.46410 -1.62250 1.91500
C 0.15063 -1.47999 -4.17974
C 0.03026 -1.15431 -2.76055
O -0.94113 -0.45435 -2.28995
O 0.83774 -1.53693 -1.86226
H 0.08979 -0.56912 -4.78608
H -0.71603 -2.07825 -4.48416
H 1.06801 -2.02795 -4.39535
*
```

---

This record from the Open Molecules 2025 dataset describes a molecular structure, C30H31BrF5N3ReSSi2. The level of theory is ωB97M-V/def2-TZVPD.

Computed properties:
Relative energy (zero: lowest compared OMol25 entry of this formula, charge and spin) in eV: 0.496
<S²>: 0.763
Gap between HOMO and LUMO (spin up / spin down) in eV: 5.9 / 6.1

```
! RIJCOSX wB97M-V def2-TZVPD def2/J DEFGRID3
* xyz 2 2
Re 0.62446 -0.15981 -0.63083
C 0.12596 -1.45363 4.23354
Si -0.01602 -1.66005 2.40040
C 1.01230 -3.15101 1.98331
C -1.80909 -1.96226 2.00885
C 0.71168 -0.09441 1.46592
C 2.22285 -0.22839 1.44066
C 3.19829 -0.22511 2.42319
C 4.52091 -0.38225 2.02881
C 4.84715 -0.54543 0.68423
C 3.83057 -0.55083 -0.24397
N 2.56140 -0.40608 0.15435
Si 0.04321 1.53089 2.35578
C 0.83708 1.72926 4.01958
C -1.79459 1.37257 2.49685
C 0.50552 3.09108 1.47003
H -0.09497 -2.43206 4.67631
H -0.59749 -0.74252 4.63755
H 1.12610 -1.16582 4.56524
H 0.80237 -3.89839 2.75623
H 2.08631 -2.94268 2.02538
H 0.78238 -3.62100 1.02780
H -2.01831 -3.03662 2.06667
H -2.12002 -1.60752 1.03041
H -2.44275 -1.46549 2.74665
H 2.93256 -0.09867 3.46423
H 5.30649 -0.37316 2.77398
H 5.87231 -0.65725 0.36137
H 4.00994 -0.65637 -1.30664
H 0.60210 0.97115 4.76127
H 0.46539 2.68864 4.39634
H 1.92315 1.82846 3.94279
H -2.08635 0.81817 3.39461
H -2.23628 0.87800 1.63227
H -2.23964 2.37062 2.57222
H 1.54056 3.09606 1.11776
H 0.42275 3.89717 2.20758
H -0.15313 3.34004 0.63596
F 0.09407 2.18432 -7.05468
C 0.39465 2.11285 -5.77408
C 0.34577 0.89015 -5.12464
F 0.00278 -0.21446 -5.77273
C 0.65938 0.85699 -3.78889
F 0.62615 -0.34430 -3.13133
C 1.02103 1.96382 -3.06067
S 1.51320 1.83750 -1.36790
C 1.06760 3.17470 -3.73138
F 1.41290 4.27760 -3.07817
C 0.75665 3.25560 -5.07776
F 0.79924 4.41581 -5.70323
Br -5.65707 4.17151 -0.53121
C -4.38639 2.81870 -0.71189
C -4.73014 1.50811 -0.40321
C -3.78418 0.50772 -0.53044
C -2.49975 0.81697 -0.96797
C -2.15429 2.12494 -1.25188
C -3.10234 3.12969 -1.13523
N -1.50076 -0.22607 -1.08314
C -1.87419 -1.39120 -1.45163
C -0.88564 -2.48288 -1.54090
C -1.19041 -3.71774 -2.04257
C -0.16079 -4.64958 -2.20852
C 1.13155 -4.30357 -1.86724
C 1.36843 -3.04800 -1.33014
N 0.37533 -2.16345 -1.15039
H -5.72481 1.27445 -0.04706
H -4.05083 -0.49710 -0.21998
H -1.15006 2.37076 -1.57986
H -2.84123 4.15208 -1.37188
H -2.90115 -1.59243 -1.73773
H -2.20987 -3.94684 -2.32575
H -0.37750 -5.63093 -2.61372
H 1.95472 -4.99257 -1.99832
H 2.35286 -2.73848 -1.01057
*
```

---

This record from the Open Molecules 2025 dataset describes a molecular structure, C13H26NO4P2Ru. The level of theory is ωB97M-V/def2-TZVPD.

Computed properties:
Relative energy (zero: lowest compared OMol25 entry of this formula, charge and spin) in eV: 1.418
<S²>: 6.033
Gap between HOMO and LUMO (spin up / spin down) in eV: 6.6 / 4.9

```
! RIJCOSX wB97M-V def2-TZVPD def2/J DEFGRID3
* xyz 3 5
Ru 0.08547 0.03234 0.84441
P -2.01813 -0.18923 0.34243
C -2.11320 0.36479 -1.45833
C -0.78383 0.97518 -1.89709
N 0.27722 0.97252 -1.04420
C 1.53338 1.21413 -1.51312
C 1.70335 1.87023 -2.73499
C 0.59114 2.11775 -3.53582
C -0.64774 1.64771 -3.11954
C 2.69721 0.73757 -0.66670
P 2.11656 -0.61493 0.45201
H -1.52829 1.77985 -3.73916
H 2.71619 2.15764 -3.02558
H 0.70861 2.63675 -4.49128
H 3.54619 0.34372 -1.24804
H 3.06829 1.54906 -0.02136
H -2.37568 -0.53677 -2.02563
H -2.98179 1.06327 -1.61659
H -0.99385 -2.88403 -2.36385
O -1.39196 -2.48732 -3.15485
H -2.19592 -3.02372 -3.29362
H -0.14818 -2.78273 0.55941
O 0.03294 -3.40661 -0.16029
H 0.03103 -4.29003 0.24186
C 2.59290 -2.10539 -0.48113
H 3.54132 -1.90952 -1.00116
H 2.67822 -2.93052 0.23979
H 1.79300 -2.33978 -1.19225
C 3.28258 -0.66183 1.84855
H 3.05192 -1.56308 2.43052
H 4.31691 -0.70135 1.48712
H 3.13453 0.22381 2.47685
C -3.05524 1.13020 1.09642
H -4.04715 1.16293 0.62233
H -3.16087 0.97444 2.17689
H -2.55764 2.09609 0.94352
C -3.08478 -1.66349 0.57029
H -3.37059 -1.70451 1.63299
H -3.99958 -1.57408 -0.03425
H -2.56916 -2.59844 0.30260
C -0.42084 2.30990 4.29130
O -0.56693 1.38436 3.17791
C 0.40156 1.43940 2.22186
O 1.35162 2.20771 2.15692
H 0.62305 2.42929 4.61579
H -1.01963 1.86935 5.08832
H -0.84422 3.27737 3.99871
*
```

---

This record from the Open Molecules 2025 dataset describes a molecular structure, C12H26ClCuN3OV. The level of theory is ωB97M-V/def2-TZVPD.

Computed properties:
Gap between HOMO and LUMO (spin up / spin down) in eV: 7.0 / 7.0

```
! RIJCOSX wB97M-V def2-TZVPD def2/J DEFGRID3
* xyz 2 1
N -1.24708 -1.40827 -1.04360
C -2.04886 -2.23664 -0.51312
O -2.59234 -2.74117 0.42507
Cu -2.14350 -2.50368 -2.39143
V -0.05995 -0.10859 -0.32833
N -0.90778 1.47972 -0.60124
N 1.62579 -0.24705 -1.04996
C -2.30872 1.75915 -1.02904
C 2.54106 -1.39323 -0.82660
C -2.55704 1.08068 -2.36632
C -2.57378 3.25744 -1.16643
C -3.28206 1.19929 0.00645
C 3.39459 -1.68737 -2.05910
C 3.45274 -1.06971 0.35367
C 1.70698 -2.63026 -0.49669
H -1.82429 1.42868 -3.10482
H -3.57065 1.31956 -2.71721
H -2.48337 -0.01146 -2.29362
H -2.47641 3.77674 -0.20401
H -3.60652 3.41664 -1.50510
H -1.91250 3.73146 -1.90423
H -3.21379 0.10995 0.13232
H -4.29955 1.43291 -0.32887
H -3.10973 1.68345 0.97557
H 2.76514 -1.82975 -2.94564
H 3.95460 -2.61819 -1.90472
H 4.12841 -0.89716 -2.25911
H 4.08220 -0.19953 0.12802
H 4.09915 -1.93300 0.56235
H 2.87575 -0.84662 1.25901
H 1.07189 -2.49514 0.39073
H 2.39850 -3.45937 -0.29819
H 1.07051 -2.89751 -1.35039
C 2.06563 0.84904 -1.90335
H 1.21445 1.48951 -2.17810
H 2.82832 1.49068 -1.42050
H 2.48909 0.47095 -2.84807
C -0.12221 2.56623 -0.02485
H -0.66569 3.10044 0.76976
H 0.80625 2.19310 0.43091
H 0.17596 3.31034 -0.78247
Cl -1.23845 -0.14821 2.30150
C 0.37325 -0.29860 1.62918
H 0.98453 0.56821 1.92483
H 0.80946 -1.24407 1.96971
*
```

---

This record from the Open Molecules 2025 dataset describes a molecular structure, C4H9NO4. The level of theory is ωB97M-V/def2-TZVPD.

Computed properties:
Relative energy (zero: lowest compared OMol25 entry of this formula, charge and spin) in eV: 6.202
Gap between HOMO and LUMO in eV: 10.1

```
! RIJCOSX wB97M-V def2-TZVPD def2/J DEFGRID3
* xyz 0 1
C -0.30155 -0.05125 -1.96763
C -0.66090 0.05410 -0.49139
O -1.13274 -1.12480 0.00469
O -1.34777 0.43822 -2.76979
O -1.18459 1.15241 -0.09396
H -1.47459 -0.97501 0.89991
H -1.64529 1.27274 -2.38040
H -0.13126 -1.08957 -2.25295
H 0.62783 0.51463 -2.11575
N 1.76499 -1.12932 0.19313
C 0.84787 0.32967 1.98122
C -0.14443 1.08251 2.31885
O 1.00605 0.06420 0.38471
H 1.08777 -1.87432 0.02472
H 2.29863 -0.96867 -0.65735
H 1.61806 -0.30589 2.38659
H -0.41007 1.23169 3.35497
H -0.81799 1.37866 1.18042
*
```

---

| no. | strongest force on any atom (eV/Å) | E_tot (eV) |
| --- | --- | --- |
| 1 | 4.3 | -29632.8603 |
| 2 | 3.2 | -71653.3898 |
| 3 | 1.3 | -148420.8677 |
| 4 | 5.1 | -44710.2289 |
| 5 | 6.1 | -102214.5211 |
| 6 | 2.9 | -13968.9550 |